Record 1
ORCA calculation (the ωB97M-V functional and the def2-TZVPD basis) on a 2-piece molecular cluster, C2H5N3O2 overall in a non-equilibrium geometry.

```
12
Properties=species:S:1:pos:R:3
H 1.81709 -0.59398 -1.31615
H -0.60557 0.62410 -1.18857
N 0.00963 -0.03298 -0.81290
N 1.00577 -0.05909 -1.64055
C -0.09282 -0.36971 0.44743
O 2.67155 1.82588 -4.55526
O 1.92176 3.18963 -2.89192
C 2.32580 2.49162 -3.69883
H 0.55725 -1.04392 0.87764
H -1.80845 -0.51508 1.90344
N -1.21284 0.03147 1.31419
H -1.31068 0.97082 1.48957
```

Calculated values
Highest occupied orbital energy (spin up / spin down) = -7.49 / -7.49 eV
Multiplicity = 1
E_LUMO (spin up / spin down) = 0.78 / 0.78 eV
Energy = -393.88040 Ha
Energy relative to the best compared isomer or geometry (same formula, charge and spin) = 87.1 kcal per mole
Frontier orbital gap (spin up / spin down) = 0.3039 / 0.3039 Ha

***

Record 2
ORCA calculation (the ωB97M-V functional and the def2-TZVPD basis) on a 2-piece molecular cluster, C20H29N2O5S overall in a non-equilibrium geometry.

```
57
Properties=species:S:1:pos:R:3
C 4.45572 0.40243 -0.03311
H 2.32660 1.16626 2.51841
H -1.02978 -0.44299 -2.79032
C 0.68462 1.41820 -2.30259
N -0.70185 1.37978 -1.84239
H -7.79936 0.14526 -1.04673
H 1.17829 -0.15124 0.22043
H 5.72404 -2.04330 1.92916
H 4.04057 -1.85977 1.45815
C -2.46244 2.29746 -0.53937
C -6.16144 1.37798 1.53815
C 2.15911 -0.67962 0.27477
C -1.48858 0.30976 -2.16554
C -4.89532 1.47790 1.04184
H 1.84099 -3.19137 -0.52578
H 4.24866 0.45425 -1.10687
O 4.56516 -3.24047 -1.17230
H -5.55971 0.25906 -2.06483
H 0.73387 1.35387 -3.38783
C -1.20235 2.37142 -1.05164
C -3.29265 1.19363 -0.83811
H 6.42017 -0.32818 0.61780
H -6.40809 1.65714 2.55190
H -2.81759 3.10860 0.08061
O 6.48572 -3.93166 0.16425
H 1.19185 0.56759 -1.84913
S 5.12386 -3.53038 0.29705
H -3.33564 -0.67449 -1.96479
C -5.69774 0.57433 -1.04043
C -8.54676 0.82546 1.31324
H -4.11082 1.84498 1.68764
O 2.44473 -1.23950 -0.99073
C 3.15061 0.34371 0.69866
O 4.15405 -4.37407 0.92737
H 2.00022 -1.47721 1.02513
H 3.02404 -0.42762 2.73133
C 5.05485 -1.92543 1.07109
H -8.90790 -0.19866 1.24766
C 3.16724 0.52375 2.19422
C -2.75808 0.19921 -1.69714
H 4.74058 2.10079 2.23775
H 5.81091 -1.10196 -0.78585
N -7.18085 0.90335 0.78223
O 4.96455 0.80059 3.72817
C 4.39159 1.19042 2.75901
H 4.94508 1.35250 0.20148
C 1.63784 -2.38798 -1.24197
H 1.14347 2.34239 -1.96670
H -8.53857 1.13769 2.35253
H -9.20001 1.48388 0.74388
H 4.22954 -2.33219 -1.25491
C -4.61404 1.08021 -0.28508
H -0.54402 3.20405 -0.85518
C -6.94255 0.50436 -0.49493
H 1.87887 -2.74812 -2.24229
C 5.50069 -0.74219 0.19890
H 0.57311 -2.11899 -1.19676
```

Calculated values
Highest occupied orbital energy = -7.66 eV
Multiplicity = 1
E_LUMO = -5.44 eV
Energy = -1662.95732 Ha
Energy relative to the best compared isomer or geometry (same formula, charge and spin) = 135.6 kcal per mole
Frontier orbital gap = 0.0815 Ha
Net charge = +1

***

Record 3
ORCA calculation (the ωB97M-V functional and the def2-TZVPD basis) on C15H15F15N5O15S5Zn3 as an isolated structure in a non-equilibrium geometry.

```
73
Properties=species:S:1:pos:R:3
O -21.10765 1.50393 6.91178
C -24.73494 -2.39788 8.63886
F -20.11730 -1.39197 -1.05133
F -19.89088 -3.08284 3.25246
C -23.50192 -4.62879 5.26905
O -22.88329 0.24321 -0.48238
O -18.96439 0.40770 8.37564
S -17.72740 1.16026 8.12611
O -21.27404 -0.74092 4.18337
F -22.70371 4.41272 5.03016
S -19.99047 -0.98466 4.89674
N -19.49672 -6.67723 8.09242
S -18.52373 3.59829 2.11328
F -20.61496 4.46368 0.68456
O -17.54438 2.43944 8.88950
O -17.93690 4.86890 2.56849
H -18.82622 -4.01640 10.94581
H -25.56520 -1.95070 8.09223
H -20.41339 -3.93337 11.61733
N -16.39849 0.42407 4.16481
F -19.40707 -0.81710 0.87407
F -22.67358 3.99468 7.21169
H -17.68438 -4.00381 8.09625
Zn -22.87799 0.21817 3.59890
C -17.43733 -4.93745 7.59091
O -20.14784 -0.97706 6.35019
F -19.76472 0.61438 -0.73421
F -16.34591 -0.04186 9.94882
H -24.79608 -2.31625 9.72408
C -19.87919 -3.97014 10.66792
F -20.88260 4.73558 2.86575
C -23.59464 -1.63750 8.04476
H -24.68242 -3.45001 8.35891
F -16.47553 -1.09117 7.95369
N -22.72248 -1.04100 7.58665
C -20.43298 3.88119 1.93127
C -21.94442 4.06892 6.03546
F -20.93059 2.70923 2.02169
H -25.30684 -4.62774 6.05927
H -24.97311 -5.80312 4.65054
O -18.19922 2.50318 3.04886
F -18.00906 -2.71877 4.49220
H -16.55471 -5.49052 7.91215
H -13.23174 -0.32854 4.02443
C -16.31107 0.03862 8.61138
S -21.09836 2.35372 5.68390
S -22.04924 -0.44500 0.48983
Zn -17.87434 1.72669 4.79449
C -19.31669 -2.75430 4.43542
H -17.43194 -4.84855 6.50455
H -13.67927 -0.01360 5.74475
H -20.19370 -4.84987 10.10644
F -15.23290 0.59714 8.19399
F -19.68584 -3.59535 5.41937
C -24.66992 -5.39161 5.61326
O -19.02559 0.04883 4.50483
O -17.54901 1.36892 6.70076
C -20.18392 -0.46520 -0.13834
C -13.97860 -0.47649 4.80442
H -24.47343 -6.20329 6.31375
C -20.09558 -2.87823 9.71993
F -21.03182 5.00243 6.10105
H -14.06016 -1.55606 4.93076
C -15.30789 0.01119 4.42705
O -18.00918 3.23429 0.78857
Zn -20.88807 -0.10503 7.97198
C -18.63377 -5.93728 7.88939
O -19.69010 2.54937 5.29312
N -20.28515 -1.96593 9.02968
O -21.91563 1.65505 4.65725
O -22.40270 -1.84833 0.57514
O -22.08681 0.27921 1.81372
N -22.51187 -3.97197 5.03902
```

Calculated values
Highest occupied orbital energy = -10.92 eV
Multiplicity = 1
E_LUMO = -5.48 eV
Energy = -10809.64138 Ha
Energy relative to the best compared isomer or geometry (same formula, charge and spin) = 66.1 kcal per mole
Frontier orbital gap = 0.1999 Ha
Net charge = +1

***

Record 4
ORCA calculation (the ωB97M-V functional and the def2-TZVPD basis) on a 2-piece molecular cluster, C2H3BrS overall in a non-equilibrium geometry.

```
7
Properties=species:S:1:pos:R:3
H 1.42259 -0.06657 -0.34683
H 0.21972 -0.15056 -1.70972
H 0.78498 -1.37657 2.17158
Br -2.29186 -0.49040 0.26079
C 0.47641 0.09211 -0.68956
C -0.60694 0.20608 0.26858
S -0.00490 1.78592 0.04516
```

Calculated values
Highest occupied orbital energy (spin up / spin down) = -7.78 / -9.74 eV
Multiplicity = 1
E_LUMO (spin up / spin down) = -0.25 / -0.42 eV
Energy = -3050.00440 Ha
Energy relative to the best compared isomer or geometry (same formula, charge and spin) = 108.7 kcal per mole
Frontier orbital gap (spin up / spin down) = 0.2769 / 0.3424 Ha

***

- Among the records above, which one has the lowest energy?
  C15H15F15N5O15S5Zn3

***

Please write out number 1 again, unchanged.
ORCA calculation (the ωB97M-V functional and the def2-TZVPD basis) on a 2-piece molecular cluster, C2H5N3O2 overall in a non-equilibrium geometry.

```
12
Properties=species:S:1:pos:R:3
H 1.81709 -0.59398 -1.31615
H -0.60557 0.62410 -1.18857
N 0.00963 -0.03298 -0.81290
N 1.00577 -0.05909 -1.64055
C -0.09282 -0.36971 0.44743
O 2.67155 1.82588 -4.55526
O 1.92176 3.18963 -2.89192
C 2.32580 2.49162 -3.69883
H 0.55725 -1.04392 0.87764
H -1.80845 -0.51508 1.90344
N -1.21284 0.03147 1.31419
H -1.31068 0.97082 1.48957
```

Calculated values
Highest occupied orbital energy (spin up / spin down) = -7.49 / -7.49 eV
Multiplicity = 1
E_LUMO (spin up / spin down) = 0.78 / 0.78 eV
Energy = -393.88040 Ha
Energy relative to the best compared isomer or geometry (same formula, charge and spin) = 87.1 kcal per mole
Frontier orbital gap (spin up / spin down) = 0.3039 / 0.3039 Ha